(1)
94
Properties=species:S:1:pos:R:3:lowdin_charge:R:1 method="wB97M-V/def2-TZVPD" orbital_gap_ev=6.4 lumo_ev=2.6 charge=-1 e_homo_ha=-0.14292 de_lowest_ev=0.175 e_tot_ev=-265493.482
Pd -0.165 -0.002 0.982 -0.236
N 0.192 -0.232 4.179 0.109
C 1.458 0.172 4.447 -0.316
C 1.855 0.363 5.792 -0.051
C 3.111 0.823 6.117 -0.115
C 4.035 1.131 5.119 -0.118
C 3.663 0.924 3.802 -0.123
C 2.416 0.408 3.427 -0.267
P 2.041 0.090 1.652 0.985
C 3.021 1.454 0.895 -0.359
C 2.435 2.722 0.949 -0.104
C 3.093 3.828 0.432 -0.087
C 4.344 3.685 -0.164 -0.109
C 4.920 2.427 -0.246 -0.103
C 4.261 1.318 0.277 -0.092
C 3.043 -1.417 1.269 -0.326
C 4.315 -1.686 1.783 -0.095
C 5.004 -2.835 1.424 -0.093
C 4.429 -3.747 0.546 -0.101
C 3.158 -3.507 0.047 -0.085
C 2.470 -2.355 0.413 -0.112
H -0.483 -0.287 4.918 0.096
H -0.146 -0.172 3.218 -0.040
H 1.130 0.156 6.573 0.101
H 3.370 0.967 7.161 0.094
H 5.010 1.533 5.364 0.088
H 4.360 1.203 3.021 0.093
H 1.448 2.827 1.387 0.069
H 2.625 4.805 0.486 0.099
H 4.856 4.547 -0.573 0.094
H 5.880 2.301 -0.732 0.099
H 4.714 0.339 0.181 0.097
H 4.771 -1.004 2.487 0.092
H 5.989 -3.021 1.833 0.096
H 4.967 -4.644 0.265 0.094
H 2.691 -4.223 -0.620 0.099
H 1.461 -2.178 0.058 0.031
Se -1.480 -2.192 1.447 0.218
P -2.437 -0.121 1.334 0.167
Se -1.690 2.030 1.531 0.209
C -3.539 -0.138 -0.156 -0.387
C -3.872 -1.339 -0.784 -0.130
C -4.719 -1.354 -1.887 -0.094
C -5.248 -0.169 -2.380 -0.102
C -4.922 1.031 -1.765 -0.094
C -4.074 1.047 -0.663 -0.122
C -3.651 -0.267 2.740 -0.394
C -4.460 -1.405 2.807 -0.129
C -5.415 -1.543 3.802 -0.096
C -5.563 -0.556 4.771 -0.112
C -4.758 0.570 4.722 -0.100
C -3.816 0.720 3.704 -0.133
H -3.430 -2.258 -0.422 0.037
H -4.949 -2.296 -2.370 0.099
H -5.902 -0.180 -3.245 0.098
H -5.309 1.966 -2.154 0.100
H -3.802 1.985 -0.197 0.041
H -4.325 -2.191 2.075 0.069
H -6.038 -2.430 3.829 0.095
H -6.302 -0.668 5.556 0.092
H -4.862 1.346 5.472 0.094
H -3.196 1.605 3.656 0.018
C 3.950 0.743 -3.726 -0.104
C 3.430 -0.542 -3.653 -0.093
C 2.194 -0.762 -3.056 -0.102
C 1.475 0.298 -2.513 -0.346
C 2.015 1.580 -2.565 -0.114
C 3.237 1.804 -3.182 -0.100
As -0.233 0.036 -1.582 1.319
C -0.928 -1.449 -2.622 -0.314
C -0.728 -2.800 -2.382 -0.108
C -1.361 -3.740 -3.188 -0.085
C -2.204 -3.322 -4.214 -0.092
C -2.429 -1.970 -4.433 -0.042
C -1.795 -1.025 -3.633 -0.196
C -1.998 0.443 -3.704 -0.194
C -2.819 1.106 -4.609 -0.041
C -2.963 2.484 -4.526 -0.095
C -2.303 3.205 -3.535 -0.089
C -1.478 2.547 -2.629 -0.096
C -1.313 1.175 -2.732 -0.299
H 4.911 0.916 -4.198 0.094
H 3.983 -1.376 -4.067 0.096
H 1.789 -1.767 -3.019 0.089
H 1.483 2.412 -2.115 0.095
H 3.643 2.807 -3.219 0.098
H -0.110 -3.120 -1.551 0.081
H -1.212 -4.798 -3.006 0.097
H -2.705 -4.057 -4.833 0.095
H -3.115 -1.657 -5.211 0.103
H -3.362 0.552 -5.366 0.103
H -3.607 2.999 -5.228 0.095
H -2.440 4.277 -3.463 0.097
H -0.994 3.095 -1.829 0.093

(2)
117
Properties=species:S:1:pos:R:3:lowdin_charge:R:1 method="wB97M-V/def2-TZVPD" orbital_gap_ev=7.0 lumo_ev=-3.4 charge=+1 e_homo_ha=-0.38088 de_lowest_ev=0.000 e_tot_ev=-131703.389
Ga 0.592 -0.268 -0.051 0.636
C -4.150 1.243 -3.291 -0.055
C -4.647 -0.225 -3.448 -0.376
C -5.624 -0.547 -2.299 -0.077
C -3.540 -1.285 -3.750 -0.088
N -2.549 -1.497 -2.692 -0.033
C -1.322 -0.996 -2.477 -0.046
N -1.064 -1.058 -1.179 -0.006
N -2.148 -1.682 -0.619 0.000
N -3.000 -2.022 -1.474 0.126
H -5.002 1.931 -3.240 0.087
H -3.539 1.517 -4.163 0.064
H -3.550 1.421 -2.398 0.072
H -5.171 -0.269 -4.424 0.139
H -5.074 -0.505 -1.357 0.060
H -6.105 -1.505 -2.416 0.073
H -6.406 0.210 -2.251 0.081
H -2.989 -0.932 -4.632 0.130
H -3.982 -2.265 -3.989 0.135
H -0.675 -0.512 -3.196 0.123
C -0.206 -6.480 1.514 -0.190
C -1.457 -5.570 1.551 -0.173
C -1.148 -4.087 1.329 -0.228
C 0.155 -3.659 2.000 -0.371
C 1.320 -4.451 1.347 -0.191
C 0.986 -5.850 0.823 -0.188
P 0.444 -1.764 2.022 1.168
C 2.023 -1.450 3.006 -0.417
C 2.068 -2.070 4.414 -0.190
C 3.466 -2.150 5.036 -0.179
C 4.406 -1.062 4.490 -0.179
C 4.522 -1.083 2.957 -0.161
C 3.331 -1.825 2.295 -0.197
C -0.906 -0.907 3.118 -0.368
C -1.416 -1.729 4.284 -0.209
C -2.865 -2.185 4.214 -0.183
C -3.868 -1.057 3.963 -0.180
C -3.290 0.119 3.169 -0.173
C -2.074 -0.267 2.301 -0.206
H -0.473 -7.392 0.978 0.110
H 0.052 -6.792 2.531 0.114
H -1.967 -5.687 2.516 0.111
H -2.169 -5.922 0.781 0.120
H -2.014 -3.517 1.665 0.082
H -1.112 -3.891 0.257 0.097
H 0.126 -3.946 3.062 0.109
H 2.139 -4.566 2.051 0.100
H 1.712 -3.852 0.517 0.108
H 1.870 -6.467 0.948 0.115
H 0.803 -5.811 -0.247 0.114
H 1.983 -0.360 3.089 0.099
H 1.676 -3.090 4.338 0.101
H 1.395 -1.485 5.054 0.112
H 3.879 -3.151 4.878 0.117
H 3.361 -2.041 6.110 0.112
H 5.382 -1.203 4.942 0.107
H 4.047 -0.082 4.853 0.119
H 5.417 -1.636 2.680 0.115
H 4.615 -0.078 2.538 0.098
H 3.524 -2.891 2.383 0.103
H 3.326 -1.600 1.226 0.086
H -0.327 -0.076 3.530 0.112
H -1.273 -1.130 5.182 0.124
H -0.813 -2.629 4.458 0.095
H -3.097 -2.743 5.114 0.115
H -2.955 -2.931 3.393 0.102
H -4.252 -0.690 4.907 0.109
H -4.724 -1.441 3.410 0.110
H -2.984 0.901 3.857 0.112
H -4.065 0.544 2.541 0.110
H -1.710 0.638 1.813 0.092
H -2.408 -0.943 1.519 0.067
N 3.962 2.487 1.167 0.199
C 3.181 1.479 0.646 -0.465
O 2.015 1.162 1.048 -0.079
C 3.795 0.834 -0.481 -0.211
C 3.159 -0.230 -1.109 -0.214
N 2.461 -1.068 -1.564 0.155
C 4.932 1.404 -1.094 -0.209
N 5.885 2.020 -1.396 0.175
H 3.575 3.036 1.923 0.122
H 4.851 2.756 0.750 0.104
O 0.479 1.237 -1.188 -0.275
Si 0.427 2.603 -2.029 0.498
C -0.168 2.318 -3.795 -0.230
C 0.373 1.198 -4.458 -0.154
C -0.068 0.839 -5.756 -0.084
C -1.046 1.609 -6.400 -0.100
C -1.489 2.787 -5.801 -0.091
C -1.057 3.141 -4.503 -0.075
C 2.091 3.420 -2.428 -0.221
C 2.854 3.157 -3.573 -0.089
C 4.057 3.812 -3.818 -0.086
C 4.559 4.762 -2.916 -0.088
C 3.804 5.054 -1.772 -0.084
C 2.557 4.422 -1.571 -0.119
C -0.558 4.009 -1.285 -0.239
C -0.439 5.358 -1.703 -0.089
C -1.110 6.383 -0.999 -0.074
C -1.912 6.060 0.084 -0.102
C -2.078 4.742 0.463 -0.089
C -1.367 3.716 -0.188 -0.094
H 1.167 0.592 -4.003 0.102
H 0.349 -0.055 -6.234 0.106
H -1.389 1.313 -7.414 0.113
H -2.203 3.455 -6.329 0.116
H -1.468 4.040 -4.025 0.104
H 2.567 2.381 -4.285 0.090
H 4.586 3.564 -4.741 0.108
H 5.479 5.320 -3.114 0.107
H 4.130 5.825 -1.041 0.110
H 1.961 4.697 -0.697 0.099
H 0.186 5.618 -2.566 0.115
H -1.000 7.449 -1.325 0.121
H -2.403 6.863 0.666 0.115
H -2.711 4.449 1.292 0.098
H -1.485 2.713 0.201 0.076